[1]
DFT (the ωB97M-V functional and the def2-TZVPD basis) results for a structure of composition C3H4O2S.

Last column: Löwdin charge in e.
Cartesian coordinates (Å):
C: -0.63468 -1.06229 0.60072  -0.297
C: 0.39038 0.09423 0.07482  -0.780
C: -0.26149 1.49754 0.20297  -0.074
H: -1.65794 -0.28378 -0.86876  0.232
H: -1.25433 -0.43924 1.53317  0.163
H: 0.08283 -1.96788 1.02552  0.141
H: 0.32791 2.54328 0.14255  0.161
O: -1.61568 -1.49542 -0.44221  -0.214
O: -1.63166 1.40694 -0.14195  -0.121
S: 1.96969 -0.14509 -0.15189  0.789

## Properties
**Frontier orbital gap**: 7.115 eV
**F_max**: 8.67 eV/Å
**Highest occupied orbital energy**: -9.5 eV
**Electronic energy**: -18100.312 eV
**Multiplicity**: 1
**LUMO energy**: -2.43 eV



[2]
DFT (the ωB97M-V functional and the def2-TZVPD basis) results for a structure of composition C53H45Br2CaN4O7.

Last column: Löwdin charge in e.
Cartesian coordinates (Å):
Ca: -0.21202 -0.04304 -0.30347  1.195
C: -7.52641 6.48431 -0.87317  -0.111
O: -6.42084 6.75796 -0.04269  -0.094
C: -5.37630 5.86288 -0.13027  -0.284
C: -4.20441 6.21713 0.54217  0.002
C: -3.13401 5.33598 0.54612  -0.033
C: -3.20779 4.09475 -0.08597  -0.216
C: -4.40349 3.75951 -0.69947  -0.039
C: -5.46998 4.64248 -0.77216  -0.025
C: -2.01006 3.21598 -0.15154  -0.115
C: -1.58594 2.84769 -1.47838  -0.259
C: -2.09513 3.38822 -2.71628  -0.034
C: -1.48398 2.70061 -3.73407  -0.042
C: -0.51297 1.82272 -3.12983  -0.280
N: -0.64900 1.90604 -1.76987  0.013
C: 0.39262 0.99302 -3.87244  -0.017
C: 1.56052 0.38221 -3.30109  -0.246
C: 2.81769 -0.01585 -3.87986  -0.044
C: 3.53350 -0.64751 -2.87526  -0.042
C: 2.68781 -0.69200 -1.73132  -0.198
C: 2.66673 -1.67598 -0.54617  -0.243
C: 3.81927 -2.69043 -0.57788  -0.163
C: 3.59393 -4.04382 -0.44002  -0.027
C: 4.53435 -4.88469 0.13393  -0.008
C: 5.76753 -4.35484 0.50766  -0.273
O: 6.76000 -5.10685 1.11546  -0.099
C: 6.29232 -6.31704 1.66642  -0.116
C: 6.06630 -3.03119 0.17570  -0.022
C: 5.08882 -2.21546 -0.37490  -0.055
C: 2.45555 -1.37887 0.99947  -0.208
N: 1.60666 -0.26162 1.28884  0.064
C: 1.79635 0.12115 2.49929  -0.219
C: 0.85878 1.05843 3.18623  -0.066
C: 0.77297 0.87251 4.67310  -0.204
C: -0.36130 0.27733 5.24398  -0.030
C: -0.46128 0.04471 6.60398  -0.024
C: 0.58872 0.41738 7.43378  -0.292
O: 0.59404 0.22552 8.79097  -0.087
C: -0.51425 -0.50084 9.29014  -0.105
C: 1.71424 1.02175 6.91116  -0.004
C: 1.77909 1.27484 5.54846  -0.030
C: -0.08658 1.83215 2.57329  -0.238
C: -1.09689 2.64238 3.29708  -0.014
C: -1.90264 3.20079 2.39875  -0.020
C: -1.40481 2.82608 1.04589  -0.275
N: -0.35070 1.97056 1.20680  0.013
C: 2.91487 -0.62195 3.11105  0.005
C: 3.37189 -1.47852 2.18177  0.048
N: 1.55737 -0.02438 -1.98896  0.008
C: -0.04080 0.58918 -5.23624  -0.149
C: -1.39927 0.29881 -5.48922  -0.041
C: -1.86846 -0.17341 -6.70089  -0.002
C: -0.97207 -0.43833 -7.72695  -0.294
O: -1.50190 -0.91280 -8.89120  -0.094
C: -0.59434 -1.43783 -9.83501  -0.097
C: 0.38169 -0.20234 -7.52023  -0.015
C: 0.82118 0.32899 -6.30583  -0.011
H: -8.21660 7.30221 -0.71553  0.084
H: -8.04714 5.56904 -0.59874  0.085
H: -7.24316 6.45712 -1.93446  0.100
H: -4.16117 7.17709 1.03353  0.112
H: -2.20861 5.63140 1.04841  0.126
H: -4.48283 2.78983 -1.18753  0.108
H: -6.37769 4.36503 -1.28640  0.096
H: -2.78513 4.20928 -2.81548  0.098
H: -1.63125 2.88314 -4.77641  0.098
H: 3.18801 0.21557 -4.86205  0.072
H: 4.51708 -1.06921 -2.98148  0.088
H: 2.64549 -4.45011 -0.72032  0.119
H: 4.25375 -5.90178 0.33312  0.098
H: 7.12558 -6.77116 2.20624  0.086
H: 5.91816 -7.00679 0.90711  0.081
H: 5.48952 -6.12991 2.38556  0.097
H: 7.07498 -2.66287 0.31250  0.107
H: 5.29513 -1.16662 -0.58986  0.125
H: -1.15961 -0.07707 4.60631  0.119
H: -1.37605 -0.38099 6.98542  0.096
H: -0.37840 -0.58471 10.36288  0.085
H: -0.57772 -1.50729 8.87099  0.093
H: -1.47439 0.00089 9.09403  0.091
H: 2.51917 1.30786 7.57032  0.115
H: 2.64713 1.77555 5.14482  0.118
H: -1.16254 2.71895 4.36892  0.103
H: -2.73934 3.84626 2.60641  0.097
H: 3.30686 -0.52543 4.09873  0.090
H: 4.17757 -2.17274 2.30371  0.112
H: -2.14058 0.41386 -4.71603  0.092
H: -2.93392 -0.35300 -6.85506  0.121
H: -1.20296 -1.83400 -10.65427  0.091
H: -0.00750 -2.24747 -9.38167  0.099
H: 0.07041 -0.65715 -10.20438  0.085
H: 1.13939 -0.37878 -8.27929  0.103
H: 1.86839 0.52711 -6.24821  0.086
C: 0.12889 -3.28959 2.90848  -0.001
C: 0.03948 -2.91840 1.42965  -0.473
C: -0.61193 -4.05544 0.61514  -0.008
O: -0.81330 -1.75052 1.22681  -0.231
C: 1.47395 -2.76308 0.91222  -0.462
O: 2.02290 -3.85753 1.17367  -0.069
O: 1.38203 -2.34014 -0.61560  -0.085
H: -0.84804 -3.43226 3.36934  0.079
H: 0.64091 -2.46000 3.44264  0.093
H: 0.72707 -4.19650 3.02466  0.090
H: -1.63849 -4.16645 0.97096  0.084
H: -0.06994 -4.98580 0.73708  0.087
H: -0.60997 -3.79919 -0.44565  0.067
H: -1.69032 -1.89615 1.61147  0.028
Br: -2.20915 -1.46356 -1.95270  0.715
C: -3.53978 -0.24637 -1.22647  -0.959
Br: -3.43685 -0.14834 0.69886  0.735
H: -4.54740 -0.54940 -1.50483  0.011
H: -3.27726 0.74112 -1.59836  -0.023

## Properties
**Frontier orbital gap (spin up / spin down)**: 5.030 / 5.032 eV
**F_max**: 1.77 eV/Å
**Highest occupied orbital energy (spin up / spin down)**: -3.5 / -3.5 eV
**Electronic energy**: -234508.563 eV
**Charge**: -1
**Multiplicity**: 1
**LUMO energy (spin up / spin down)**: 1.57 / 1.57 eV



[3]
DFT (the ωB97M-V functional and the def2-TZVPD basis) results for a structure of composition C34H38N3O4P3Se2Sn.

Last column: Löwdin charge in e.
Cartesian coordinates (Å):
Sn: 0.02786 -3.43465 -0.61497  1.008
Se: 2.36554 3.01819 1.02166  0.320
P: 2.86198 2.10159 -0.80211  0.527
C: 2.21415 2.97138 -2.25424  -0.368
C: 1.42182 4.09861 -2.08086  -0.106
C: 0.98438 4.81270 -3.18778  -0.073
C: 1.35022 4.40737 -4.46284  -0.077
C: 2.14721 3.28293 -4.63647  -0.080
C: 2.57035 2.55670 -3.53632  -0.111
C: 4.66933 2.10682 -1.00420  -0.349
C: 5.29682 2.95457 -1.91180  -0.081
C: 6.68104 3.06718 -1.91330  -0.082
C: 7.43801 2.34513 -1.00616  -0.085
C: 6.81374 1.50554 -0.09219  -0.072
C: 5.43489 1.39033 -0.08164  -0.106
C: 2.35519 0.36602 -0.96365  -0.381
C: 1.14614 -0.30495 -1.21312  -0.429
N: 1.43081 -1.62296 -1.04674  -0.233
N: 2.70756 -1.76041 -0.74903  -0.037
N: 3.27728 -0.58753 -0.70441  0.012
P: -0.56555 0.14177 -1.46533  0.745
Se: -1.73962 -1.70533 -1.64945  0.402
C: -1.00426 1.21776 -0.08809  -0.333
C: -0.63711 0.75154 1.17293  -0.108
C: -0.96897 1.48304 2.29875  -0.087
C: -1.64896 2.68472 2.17365  -0.069
C: -2.00395 3.15580 0.91772  -0.074
C: -1.69081 2.42390 -0.21511  -0.081
C: -0.82577 0.79675 -3.13641  -0.374
C: -1.94663 1.54133 -3.49133  -0.086
C: -2.24497 1.74126 -4.83196  -0.069
C: -1.44766 1.18047 -5.81616  -0.072
C: -0.33986 0.42088 -5.46360  -0.068
C: -0.02621 0.23087 -4.12972  -0.106
H: 1.17369 4.41577 -1.07454  0.051
H: 0.36867 5.69326 -3.05327  0.105
H: 1.00964 4.96466 -5.32677  0.104
H: 2.43562 2.97184 -5.63275  0.107
H: 3.19358 1.67820 -3.66567  0.120
H: 4.71054 3.53627 -2.60897  0.096
H: 7.16511 3.72397 -2.62499  0.103
H: 8.51626 2.44495 -1.00172  0.102
H: 7.40518 0.94385 0.61942  0.105
H: 4.94441 0.75270 0.63775  0.092
H: -0.12202 -0.19397 1.28619  0.096
H: -0.67770 1.11749 3.27456  0.119
H: -1.88315 3.26794 3.05573  0.111
H: -2.52628 4.09889 0.81852  0.108
H: -1.96014 2.81404 -1.18407  0.083
H: -2.61819 1.92307 -2.73718  0.092
H: -3.11942 2.31891 -5.10370  0.108
H: -1.69135 1.32944 -6.86060  0.107
H: 0.27500 -0.03487 -6.22915  0.110
H: 0.82009 -0.38574 -3.85081  0.110
C: -4.23486 -0.40671 1.27008  -0.021
C: -3.66287 -1.44330 2.22550  -0.595
C: -3.59320 -0.87719 3.63839  -0.015
C: -4.50434 -2.71542 2.17564  -0.025
O: -2.28724 -1.66097 1.78634  -0.189
P: -1.43482 -2.99336 1.86266  0.184
O: -1.91665 -4.09946 0.97065  -0.401
O: -0.02141 -2.57736 1.42476  -0.453
O: -1.49260 -3.30954 3.41209  -0.153
C: -1.08813 -4.56345 4.04533  -0.610
C: -2.27243 -5.51870 3.99740  -0.029
C: -0.75370 -4.17563 5.47685  -0.027
C: 0.13273 -5.17186 3.36074  -0.034
H: -5.23094 -0.11445 1.60622  0.092
H: -4.30578 -0.81530 0.26225  0.073
H: -3.59293 0.47629 1.24821  0.072
H: -4.59758 -0.67741 4.01586  0.092
H: -3.02290 0.05399 3.63295  0.074
H: -3.09702 -1.58593 4.30160  0.078
H: -5.55031 -2.46477 2.35348  0.093
H: -4.17879 -3.42802 2.93312  0.072
H: -4.41326 -3.18858 1.19756  0.089
H: -3.12590 -5.09438 4.52988  0.086
H: -2.00486 -6.46572 4.46820  0.091
H: -2.55648 -5.70514 2.96056  0.082
H: -1.59953 -3.65779 5.93188  0.086
H: 0.11083 -3.51017 5.49245  0.092
H: -0.52832 -5.06672 6.06322  0.090
H: -0.12711 -5.53052 2.36414  0.079
H: 0.50588 -6.00958 3.94959  0.093
H: 0.92094 -4.42291 3.26870  0.091

## Properties
**Frontier orbital gap**: 7.533 eV
**F_max**: 0.62 eV/Å
**Highest occupied orbital energy**: -7.8 eV
**Electronic energy**: -212931.959 eV
**Multiplicity**: 1
**LUMO energy**: -0.22 eV



[4]
DFT (the ωB97M-V functional and the def2-TZVPD basis) results for a cluster of 2 separate species, C6H12O2Si in total.

Last column: Löwdin charge in e.
Cartesian coordinates (Å):
C: -4.23575 -2.25782 -0.60948  -0.077
C: -3.22893 -1.39399 -0.78358  -0.082
C: 2.73935 -1.65692 -0.10537  -0.576
C: 2.86734 -2.26247 1.19090  -0.101
C: 0.88057 2.99702 -0.39442  -0.091
C: 2.17657 2.23100 -0.55832  -0.382
O: 3.44756 -1.91968 -1.08325  0.014
O: 2.03983 0.89283 -0.42786  -0.393
Si: 1.21248 -0.49359 -0.53673  0.745
H: -4.70841 -2.74186 -1.38397  0.015
H: -4.40531 -2.67288 0.31601  0.018
H: -3.08156 -0.83527 -1.82403  0.099
H: 1.84140 -2.55201 1.69030  0.127
H: 3.34644 -1.51211 1.79566  0.083
H: 3.65135 -3.01608 1.20399  0.087
H: 0.30246 2.58755 0.52001  0.098
H: 1.04697 4.06650 -0.07805  0.083
H: 0.34900 2.90488 -1.39075  0.092
H: 2.92308 2.45633 0.12764  0.092
H: 2.65307 2.55743 -1.51637  0.130
H: -2.95091 -0.97693 0.15512  0.021

## Properties
**Frontier orbital gap (spin up / spin down)**: 6.275 / 7.846 eV
**F_max**: 4.71 eV/Å
**Highest occupied orbital energy (spin up / spin down)**: -5.7 / -9.6 eV
**Electronic energy**: -18383.804 eV
**Multiplicity**: 3
**LUMO energy (spin up / spin down)**: 0.54 / -1.80 eV



> The highest F_max belongs to which entry?

C3H4O2S



Repeat the first record exactly.
DFT (the ωB97M-V functional and the def2-TZVPD basis) results for a structure of composition C3H4O2S.

Last column: Löwdin charge in e.
Cartesian coordinates (Å):
C: -0.63468 -1.06229 0.60072  -0.297
C: 0.39038 0.09423 0.07482  -0.780
C: -0.26149 1.49754 0.20297  -0.074
H: -1.65794 -0.28378 -0.86876  0.232
H: -1.25433 -0.43924 1.53317  0.163
H: 0.08283 -1.96788 1.02552  0.141
H: 0.32791 2.54328 0.14255  0.161
O: -1.61568 -1.49542 -0.44221  -0.214
O: -1.63166 1.40694 -0.14195  -0.121
S: 1.96969 -0.14509 -0.15189  0.789

## Properties
**Frontier orbital gap**: 7.115 eV
**F_max**: 8.67 eV/Å
**Highest occupied orbital energy**: -9.5 eV
**Electronic energy**: -18100.312 eV
**Multiplicity**: 1
**LUMO energy**: -2.43 eV



> Which value of multiplicity does entry 1 give?

1



> Which value of multiplicity does entry 2 give?

1